# 1
DFT (wB97M-V/def2-TZVPD) results for a 7-piece molecular cluster, C36H93N7O11 overall.

As for the energy above the lowest of the compared OMol25 structures with the same formula, charge and spin: 489.4 kJ/mol. As for the net charge: 0. As for the structure (SMILES): COC[C@H](C)N.COC[C@H](C)N.COC[C@H](C)N.COCCNCCOC.COCCNCCOC.COCCNCCOC.COCCNCCOC. Its spin multiplicity is 1.

Each line ends with the Mulliken charge.
Element x y z (Å)
C (-6.5430, 23.1356, 6.3762)  -1.55
C (-7.7925, 22.6711, 5.6888)  0.42
C (-7.9909, 23.4281, 4.3388)  0.19
O (-7.7736, 24.8482, 4.3717)  -0.43
C (-7.9084, 25.3940, 3.1308)  -0.57
N (-7.6748, 21.2232, 5.5822)  -0.59
H (-6.5585, 22.9360, 7.4477)  0.41
H (-6.3793, 24.2038, 6.2343)  0.35
H (-5.5806, 22.7192, 6.0787)  0.25
H (-8.6258, 22.8078, 6.3781)  0.48
H (-8.9299, 23.0619, 3.9236)  0.16
H (-7.2620, 22.9888, 3.6579)  -0.23
H (-8.8568, 25.2783, 2.6061)  0.30
H (-7.1120, 24.9140, 2.5622)  0.14
H (-7.6042, 26.4374, 3.2143)  0.36
H (-7.9194, 20.8760, 6.4986)  0.30
H (-8.5203, 20.8979, 5.1356)  0.06
C (-10.1692, 18.6259, 3.5026)  -1.12
C (-11.6205, 18.9694, 3.3722)  0.59
C (-12.1152, 18.7766, 1.8284)  -0.24
O (-13.1998, 19.6772, 1.6115)  -0.45
C (-13.9328, 19.4108, 0.4545)  -0.58
N (-12.5404, 18.2036, 4.1774)  -0.80
H (-9.8470, 17.6384, 3.1725)  -0.10
H (-9.9774, 18.6614, 4.5750)  0.43
H (-9.4244, 19.3392, 3.1495)  0.25
H (-11.6365, 20.0341, 3.6050)  0.17
H (-12.4445, 17.7828, 1.5249)  0.56
H (-11.3178, 19.0024, 1.1203)  -0.22
H (-14.6514, 18.6057, 0.6083)  0.38
H (-13.1173, 19.1140, -0.2049)  0.23
H (-14.4386, 20.3222, 0.1356)  0.13
H (-12.7021, 17.3725, 3.6267)  0.32
H (-13.4540, 18.5665, 3.9453)  0.38
C (-10.6065, 22.2076, 0.7799)  -1.06
C (-9.5707, 21.7645, -0.2055)  1.07
C (-10.1289, 21.4617, -1.6095)  -1.10
O (-9.0524, 21.0867, -2.4923)  0.24
C (-9.4462, 20.7482, -3.7486)  -0.93
N (-8.4562, 22.7106, -0.1564)  0.75
H (-11.1322, 23.0997, 0.4393)  0.05
H (-10.0808, 22.3562, 1.7231)  0.07
H (-11.4574, 21.5599, 0.9908)  0.31
H (-9.0422, 20.8586, 0.0911)  -0.30
H (-10.5775, 22.3720, -2.0070)  0.36
H (-10.8333, 20.6339, -1.5273)  0.40
H (-8.5627, 20.5432, -4.3532)  0.26
H (-9.8605, 21.6305, -4.2364)  0.29
H (-10.1429, 19.9104, -3.7756)  0.17
H (-8.0666, 22.7479, -1.0875)  -0.23
H (-8.8387, 23.6447, -0.1188)  -0.36
C (-15.0922, 24.2876, 0.2287)  -0.79
O (-14.7999, 24.1617, -1.1478)  -0.12
C (-15.2170, 25.2853, -1.9284)  -0.55
C (-14.6436, 24.9478, -3.3129)  -0.49
N (-15.2023, 23.7675, -3.9844)  -0.45
C (-14.4430, 23.4464, -5.1328)  -0.44
C (-14.4590, 21.9391, -5.3233)  -0.88
O (-13.8336, 21.3479, -4.1555)  -0.11
C (-13.7278, 19.9221, -4.1627)  -0.66
H (-16.1601, 24.2684, 0.4464)  0.33
H (-14.6995, 25.2233, 0.6267)  0.26
H (-14.5468, 23.5058, 0.7573)  0.17
H (-14.6402, 26.1745, -1.6739)  0.31
H (-16.2964, 25.4249, -1.9863)  0.35
H (-13.5645, 24.8617, -3.1863)  0.22
H (-14.7796, 25.8632, -3.8888)  0.37
H (-15.2593, 22.9986, -3.3320)  0.31
H (-13.3642, 23.5381, -5.0069)  0.23
H (-14.6596, 23.9874, -6.0539)  0.38
H (-13.9084, 21.5982, -6.2001)  0.51
H (-15.4831, 21.5965, -5.4710)  0.38
H (-13.2774, 19.5357, -5.0770)  0.35
H (-14.6927, 19.4498, -3.9781)  0.31
H (-12.9719, 19.6272, -3.4349)  0.02
C (-7.3912, 24.1373, -3.3004)  -0.70
O (-8.3508, 24.6378, -2.3873)  -0.23
C (-7.8557, 25.6205, -1.4306)  -0.35
C (-8.8450, 26.2917, -0.3808)  -0.85
N (-10.0827, 25.5645, -0.1935)  0.33
C (-11.1131, 26.1957, 0.6124)  -0.98
C (-11.6127, 27.4878, -0.0461)  -0.76
O (-10.6725, 28.5775, -0.0122)  -0.35
C (-11.0712, 29.7408, -0.7074)  -0.80
H (-6.4985, 23.7000, -2.8531)  0.20
H (-6.9980, 24.9907, -3.8529)  0.44
H (-7.8540, 23.4105, -3.9680)  0.09
H (-7.1903, 26.3282, -1.9250)  0.64
H (-7.0485, 25.0537, -0.9666)  -0.02
H (-9.0235, 27.3082, -0.7317)  0.41
H (-8.4253, 26.4840, 0.6067)  0.31
H (-10.4217, 25.3762, -1.1261)  0.07
H (-10.7005, 26.4344, 1.5927)  0.39
H (-11.9193, 25.5654, 0.9876)  0.42
H (-12.5154, 27.8392, 0.4536)  0.59
H (-11.8754, 27.3701, -1.0974)  0.35
H (-11.9875, 30.1301, -0.2635)  0.31
H (-11.3117, 29.4592, -1.7325)  0.34
H (-10.2569, 30.4625, -0.7709)  0.25
C (-10.9547, 12.5740, 0.8817)  -0.70
O (-11.3272, 13.7030, 1.6200)  -0.44
C (-10.2729, 14.6301, 1.9332)  -0.72
C (-9.4730, 15.2964, 0.8319)  0.03
N (-10.2689, 15.7342, -0.2203)  -0.12
C (-9.5105, 16.3690, -1.3452)  -1.52
C (-8.8624, 17.7089, -0.9970)  0.70
O (-7.5199, 17.2447, -0.6691)  -0.48
C (-6.9472, 18.2434, 0.0918)  -0.33
H (-11.6813, 11.7621, 0.9127)  0.27
H (-9.9542, 12.2627, 1.1822)  0.32
H (-10.7648, 12.9207, -0.1340)  0.24
H (-9.5537, 14.1986, 2.6293)  0.48
H (-10.6744, 15.4106, 2.5796)  0.14
H (-8.8243, 14.5076, 0.4509)  0.29
H (-8.8791, 16.0695, 1.3194)  0.03
H (-10.9576, 15.0803, -0.5642)  0.28
H (-10.2538, 16.5510, -2.1214)  0.50
H (-8.8502, 15.6527, -1.8343)  0.38
H (-9.4721, 18.2775, -0.2947)  -0.12
H (-8.6887, 18.2225, -1.9426)  0.23
H (-5.8785, 18.0313, 0.1215)  0.45
H (-7.3739, 18.2019, 1.0940)  0.24
H (-7.0174, 19.2816, -0.2327)  -0.13
C (-3.8813, 20.0005, 3.6725)  -0.85
O (-3.4711, 21.1463, 2.9475)  -0.37
C (-4.2358, 22.3919, 3.1478)  -0.03
C (-3.8666, 23.3514, 1.9727)  -1.09
N (-3.9353, 22.8585, 0.6452)  -0.46
C (-5.2646, 22.1978, 0.4003)  0.08
C (-5.1698, 21.4440, -0.9953)  -0.79
O (-4.5021, 20.2778, -0.7208)  -0.32
C (-4.2363, 19.5110, -1.8636)  -0.86
H (-3.2874, 20.0501, 4.5852)  0.34
H (-3.5010, 19.0955, 3.1987)  0.28
H (-4.9148, 19.8691, 3.9931)  0.28
H (-4.0123, 22.7248, 4.1614)  0.52
H (-5.2916, 22.1224, 3.1197)  -0.07
H (-2.7932, 23.5029, 2.0858)  0.43
H (-4.5196, 24.2186, 2.0709)  0.34
H (-3.2891, 22.0824, 0.6297)  0.42
H (-6.0351, 22.9625, 0.3031)  0.30
H (-5.4588, 21.4200, 1.1389)  0.16
H (-4.8159, 22.2575, -1.6285)  0.62
H (-6.0975, 21.0974, -1.4507)  0.07
H (-5.1558, 19.0481, -2.2219)  0.24
H (-3.4922, 18.7598, -1.5989)  0.22
H (-3.8272, 20.1778, -2.6227)  0.39



# 2
DFT (wB97M-V/def2-TZVPD) results for a 9-piece molecular cluster, C36H94BI2NO37P8 overall.

As for the net charge: 0. Its spin multiplicity is 1.

Each line ends with the Mulliken charge.
Element x y z (Å)
C (9.2697, 0.8950, 1.2890)  -1.32
C (8.2602, 1.6627, 0.4154)  0.77
O (8.1436, 1.1462, -0.8973)  -0.48
C (7.7460, 2.1041, -1.8572)  -0.44
C (6.2365, 2.1291, -2.1522)  -0.60
O (5.3866, 2.2318, -1.0306)  0.26
C (5.4711, 3.4736, -0.3827)  -2.28
C (4.2313, 3.8457, 0.4540)  2.02
B (4.8857, 4.8011, 1.5780)  0.42
O (5.0862, 6.1607, 1.3717)  -0.56
O (5.3279, 4.3129, 2.7959)  -0.61
C (3.1166, 4.6906, -0.2007)  -0.92
N (1.8388, 4.1038, 0.2640)  -0.08
C (1.9870, 2.7677, 0.6014)  -0.51
O (1.1455, 1.9419, 0.4634)  -0.52
C (3.4114, 2.7125, 1.1905)  -0.37
C (4.1162, 1.3711, 1.5389)  0.69
I (3.9238, 1.0878, 3.7132)  0.10
C (3.5867, 0.0742, 0.8474)  -0.70
C (3.3159, 0.2045, -0.6726)  -0.22
I (1.9540, -0.9330, 1.8896)  0.18
H (10.1765, 1.4965, 1.4078)  0.31
H (8.8313, 0.8194, 2.2936)  0.36
H (9.4503, -0.1157, 0.9187)  0.31
H (7.2689, 1.5502, 0.8957)  -0.48
H (8.4552, 2.7481, 0.4409)  0.16
H (8.1375, 3.1166, -1.6568)  0.31
H (8.2327, 1.7989, -2.7976)  0.43
H (6.0300, 2.8839, -2.9332)  0.39
H (5.9961, 1.1635, -2.6193)  0.30
H (6.3699, 3.5985, 0.2478)  0.08
H (5.5688, 4.2533, -1.1702)  0.56
H (5.2571, 6.2671, 0.4227)  0.30
H (6.2684, 4.5223, 2.8639)  0.28
H (3.0100, 5.7497, 0.0564)  0.29
H (3.0778, 4.6119, -1.3020)  0.20
H (0.9969, 4.3775, -0.2195)  0.34
H (3.2412, 3.1567, 2.1815)  1.17
H (5.1895, 1.4743, 1.3799)  -1.03
H (4.3961, -0.6582, 0.9377)  0.63
H (2.3155, -0.2109, -0.8464)  0.48
H (4.0301, -0.3868, -1.2521)  0.35
H (3.2751, 1.2315, -1.0360)  -0.58
C (-5.5232, -1.4492, 4.1841)  -0.84
O (-4.1684, -1.1499, 3.8102)  -0.20
P (-3.0582, -1.1339, 5.0709)  1.10
O (-3.5941, 0.0415, 5.8409)  -0.65
O (-1.8802, -0.7187, 4.0381)  -0.20
C (-2.0232, 0.4674, 3.2553)  -0.54
O (-1.9775, -1.7246, 6.1871)  -0.47
C (-0.8091, -0.9545, 6.4416)  -0.55
H (-6.0726, -1.7078, 3.2785)  0.21
H (-5.5656, -2.2932, 4.8720)  0.40
H (-5.9854, -0.5750, 4.6411)  0.27
H (-2.6671, 1.2030, 3.7384)  0.38
H (-2.4249, 0.2127, 2.2745)  0.15
H (-1.0332, 0.9032, 3.1213)  0.18
H (-1.0457, 0.1064, 6.5248)  0.28
H (-0.0683, -1.1129, 5.6585)  0.22
H (-0.3945, -1.3056, 7.3859)  0.26
C (1.5490, 1.6175, -3.9141)  -0.72
O (2.0105, 1.9892, -5.2228)  -0.37
P (2.6073, 0.7521, -6.1817)  1.06
O (3.8050, 0.3709, -5.3547)  -0.60
O (2.9595, 1.8181, -7.3548)  -0.37
C (3.8240, 2.9106, -7.0560)  -0.66
O (2.5903, -0.5261, -7.2421)  -0.45
C (3.6303, -0.5940, -8.2084)  -0.53
H (0.9458, 2.4340, -3.5201)  0.28
H (0.9364, 0.7189, -3.9581)  0.39
H (2.3985, 1.4542, -3.2519)  0.25
H (4.5070, 2.6732, -6.2392)  0.26
H (3.2326, 3.7904, -6.8015)  0.26
H (4.4083, 3.1280, -7.9501)  0.40
H (4.5982, -0.3598, -7.7645)  0.28
H (3.4253, 0.0807, -9.0387)  0.23
H (3.6471, -1.6146, -8.5887)  0.25
C (-3.8844, -3.0286, 1.3715)  -0.69
O (-4.7248, -3.2078, 0.2181)  -0.25
P (-4.1376, -2.6039, -1.2398)  1.02
O (-4.1561, -1.1571, -0.8047)  -0.67
O (-5.5008, -3.0688, -1.9963)  -0.25
C (-6.7607, -2.6493, -1.4714)  -0.76
O (-3.3459, -2.3173, -2.6848)  -0.47
C (-4.0618, -1.6392, -3.7056)  -0.37
H (-4.2383, -3.6936, 2.1593)  0.08
H (-2.8507, -3.2793, 1.1371)  0.40
H (-3.9469, -2.0048, 1.7254)  0.37
H (-6.6748, -1.7148, -0.9165)  0.40
H (-7.1691, -3.4279, -0.8278)  0.28
H (-7.4393, -2.5000, -2.3114)  0.27
H (-4.6261, -0.7987, -3.3000)  0.26
H (-4.7315, -2.3245, -4.2253)  0.03
H (-3.3273, -1.2680, -4.4195)  0.28
C (-4.5573, -7.3748, 7.6524)  -0.86
O (-5.6052, -7.6991, 6.7245)  -0.33
P (-5.7658, -6.6895, 5.3972)  1.14
O (-6.1505, -5.4233, 6.1159)  -0.62
O (-7.0451, -7.5439, 4.8843)  -0.33
C (-8.1672, -7.6960, 5.7497)  -0.60
O (-5.4800, -6.0631, 3.8875)  -0.37
C (-6.6007, -5.6071, 3.1400)  -0.29
H (-4.3876, -8.2419, 8.2888)  0.26
H (-3.6312, -7.1371, 7.1324)  0.35
H (-4.8581, -6.5335, 8.2755)  0.37
H (-8.2479, -6.8688, 6.4560)  0.31
H (-8.0910, -8.6395, 6.2898)  0.22
H (-9.0643, -7.7182, 5.1318)  0.27
H (-7.2954, -5.0395, 3.7602)  0.32
H (-7.1162, -6.4469, 2.6765)  0.25
H (-6.2208, -4.9590, 2.3502)  -0.07
C (12.2178, 2.7175, -5.8476)  -0.71
O (12.1069, 4.1265, -5.6138)  -0.33
P (10.8267, 4.6292, -4.6249)  1.08
O (9.7976, 4.1817, -5.6517)  -0.62
O (11.2382, 6.1858, -4.8346)  -0.34
C (11.4694, 6.6695, -6.1557)  -0.66
O (9.5866, 5.0313, -3.5458)  -0.35
C (8.7701, 6.1456, -3.8691)  -0.52
H (13.2126, 2.5192, -6.2435)  0.25
H (12.0905, 2.1545, -4.9242)  0.32
H (11.4750, 2.4016, -6.5790)  0.29
H (10.9146, 6.0950, -6.8984)  0.35
H (12.5346, 6.6357, -6.3803)  0.24
H (11.1366, 7.7068, -6.1924)  0.26
H (8.4985, 6.1407, -4.9257)  0.30
H (9.2749, 7.0775, -3.6163)  0.32
H (7.8667, 6.0688, -3.2631)  0.12
C (-7.1892, -7.6994, 10.1056)  -0.55
O (-8.1425, -7.0571, 10.9621)  -0.39
P (-7.7955, -5.4733, 11.3986)  1.18
O (-6.5405, -5.7211, 12.1893)  -0.64
O (-9.1302, -5.4248, 12.3210)  -0.34
C (-9.2871, -6.3876, 13.3595)  -0.65
O (-7.7223, -3.8194, 11.2811)  -0.40
C (-7.9449, -3.0636, 12.4640)  -0.55
H (-7.6575, -8.5859, 9.6798)  0.31
H (-6.8875, -7.0380, 9.2947)  0.11
H (-6.3147, -8.0057, 10.6802)  0.32
H (-8.3251, -6.7518, 13.7214)  0.35
H (-9.8889, -7.2223, 13.0007)  0.22
H (-9.8128, -5.9061, 14.1839)  0.25
H (-7.4239, -3.5007, 13.3163)  0.29
H (-9.0111, -2.9880, 12.6744)  0.23
H (-7.5570, -2.0625, 12.2806)  0.25
C (1.8506, 8.9660, -1.5027)  -0.67
O (2.3800, 9.2265, -2.8097)  -0.37
P (3.0754, 7.9162, -3.6182)  1.08
O (4.2028, 7.7659, -2.6119)  -0.61
O (3.4583, 8.8955, -4.8547)  -0.32
C (4.1525, 10.1127, -4.5889)  -0.64
O (3.5227, 6.5504, -4.4803)  -0.31
C (4.7219, 6.6080, -5.2391)  -0.53
H (1.2007, 9.7960, -1.2310)  0.28
H (1.2662, 8.0469, -1.4914)  0.29
H (2.6616, 8.8986, -0.7781)  0.27
H (4.7473, 10.0473, -3.6771)  0.33
H (3.4412, 10.9336, -4.5096)  0.23
H (4.8181, 10.3061, -5.4299)  0.26
H (5.5206, 7.0944, -4.6774)  0.26
H (4.5551, 7.1289, -6.1811)  0.29
H (5.0108, 5.5803, -5.4596)  0.18
C (-10.8823, -6.8357, -6.4948)  -0.72
O (-9.5723, -6.4086, -6.8951)  -0.31
P (-8.6206, -5.7083, -5.7030)  1.06
O (-9.4517, -4.4842, -5.4306)  -0.64
O (-7.4392, -5.4479, -6.7845)  -0.32
C (-7.7261, -4.6791, -7.9491)  -0.65
O (-7.5726, -5.6174, -4.4178)  -0.43
C (-6.6042, -4.5728, -4.4298)  -0.65
H (-11.2662, -7.5071, -7.2612)  0.24
H (-10.8492, -7.3702, -5.5468)  0.32
H (-11.5460, -5.9757, -6.4117)  0.30
H (-8.5437, -3.9778, -7.7790)  0.35
H (-7.9727, -5.3427, -8.7776)  0.23
H (-6.8289, -4.1165, -8.2067)  0.26
H (-7.0406, -3.6259, -4.7526)  0.35
H (-5.7698, -4.8393, -5.0789)  0.33
H (-6.2252, -4.4638, -3.4166)  0.33



Across the entries above, E_tot takes the values -71781.790; -207284.385 eV, respectively.
Across the entries above, HOMO-LUMO gap takes the values 9.1; 5.2 eV, respectively.